Molecular formula: C31H28N4O2P2PbS3
Method: DFT, ωB97M-V/def2-TZVPD

ΔE to the lowest compared entry with this formula, charge and spin = 0.0 kcal per mole
gap between HOMO and LUMO = 7.46 eV
total energy = -3637.32656 a.u.
net charge = +2
lowest unoccupied orbital energy = -6.6 eV
2S+1 = 1

Last column: Mulliken charge in e.
CARTESIAN COORDINATES (ANGSTROEM)
1 Pb 0.56 2.43 -1.23  0.883
2 O 1.14 0.06 -1.17  -0.581
3 P 1.17 -1.00 -0.07  0.882
4 C 1.27 -0.22 1.58  -1.467
5 P -0.23 0.79 1.93  -0.059
6 O -0.65 1.48 0.65  0.087
7 C -1.55 -0.21 2.60  0.772
8 C -2.79 -0.19 1.97  -0.195
9 C -3.86 -0.87 2.54  -0.711
10 C -3.68 -1.57 3.73  -0.515
11 C -2.44 -1.58 4.36  -0.801
12 C -1.38 -0.89 3.80  -0.543
13 C 0.25 1.97 3.19  0.814
14 C -0.67 3.01 3.40  -0.635
15 C -0.42 3.97 4.36  -0.697
16 C 0.74 3.90 5.12  -0.501
17 C 1.65 2.87 4.92  -0.730
18 C 1.41 1.90 3.96  -0.251
19 C -0.27 -2.06 -0.15  0.580
20 C -1.28 -1.81 -1.07  -0.338
21 C -2.39 -2.65 -1.09  -0.682
22 C -2.49 -3.70 -0.19  -0.572
23 C -1.47 -3.95 0.72  -0.759
24 C -0.35 -3.13 0.74  -0.429
25 C 2.64 -2.03 -0.24  0.577
26 C 2.75 -2.76 -1.42  -0.669
27 C 3.83 -3.60 -1.61  -0.825
28 C 4.81 -3.71 -0.63  -0.549
29 C 4.70 -2.98 0.55  -0.723
30 C 3.62 -2.13 0.75  -0.188
31 H 2.12 0.47 1.55  0.753
32 H 1.43 -0.96 2.37  0.827
33 H -2.92 0.38 1.06  0.395
34 H -4.83 -0.86 2.06  0.452
35 H -4.51 -2.10 4.17  0.441
36 H -2.31 -2.11 5.30  0.461
37 H -0.42 -0.87 4.31  0.396
38 H -1.57 3.04 2.79  0.410
39 H -1.13 4.77 4.52  0.429
40 H 0.93 4.64 5.88  0.411
41 H 2.55 2.82 5.53  0.434
42 H 2.12 1.09 3.82  0.404
43 H -1.20 -0.98 -1.76  0.379
44 H -3.18 -2.47 -1.80  0.461
45 H -3.36 -4.34 -0.21  0.450
46 H -1.54 -4.78 1.40  0.485
47 H 0.47 -3.34 1.42  0.400
48 H 1.97 -2.69 -2.16  0.523
49 H 3.92 -4.18 -2.52  0.442
50 H 5.65 -4.37 -0.77  0.418
51 H 5.46 -3.06 1.31  0.435
52 H 3.55 -1.56 1.66  0.364
53 S -2.42 4.10 -4.17  0.054
54 C -2.73 3.71 -2.57  0.184
55 S -2.17 3.12 -1.16  -0.205
56 C -3.99 4.24 -3.14  0.587
57 C -5.04 3.31 -3.50  0.011
58 N -5.86 2.56 -3.79  -0.266
59 C -4.41 5.57 -2.80  0.060
60 N -4.74 6.63 -2.51  -0.274
61 C 2.91 0.48 -6.50  -0.964
62 N 1.97 1.30 -5.76  -0.131
63 C 1.48 1.03 -4.57  0.508
64 N 1.77 -0.10 -3.95  -0.132
65 S 0.37 2.19 -3.89  -0.470
66 H 3.48 1.12 -7.17  0.343
67 H 2.41 -0.28 -7.10  0.329
68 H 3.62 0.00 -5.82  0.330
69 H 1.63 2.14 -6.21  0.244
70 H 2.37 -0.79 -4.37  0.252
71 H 1.53 -0.20 -2.96  0.192

***

Molecular formula: C31H29As2CuN
Method: DFT, ωB97M-V/def2-TZVPD

gap between HOMO and LUMO = 8.43 eV
total energy = -7365.29568 a.u.
net charge = +1
lowest unoccupied orbital energy = -2.4 eV
2S+1 = 1

Last column: Mulliken charge in e.
CARTESIAN COORDINATES (ANGSTROEM)
1 Cu -0.95 0.64 -0.65  -0.487
2 C 1.28 0.22 1.85  -1.342
3 C 1.94 -0.55 0.71  -1.152
4 As 1.33 0.09 -1.05  1.072
5 C 1.96 -1.33 -2.20  0.244
6 C 1.45 -2.61 -1.99  -0.267
7 C 1.84 -3.66 -2.80  -0.686
8 C 2.74 -3.44 -3.83  -0.485
9 C 3.24 -2.17 -4.06  -0.650
10 C 2.85 -1.11 -3.24  -0.428
11 C 2.52 1.57 -1.37  0.321
12 C 3.90 1.45 -1.21  -0.019
13 C 4.72 2.54 -1.43  -0.745
14 C 4.17 3.76 -1.81  -0.463
15 C 2.80 3.89 -1.97  -0.570
16 C 1.98 2.79 -1.75  -0.653
17 As -0.68 0.15 1.68  0.874
18 C -1.27 0.98 3.32  0.413
19 C -1.25 2.37 3.40  -0.424
20 C -1.64 3.01 4.56  -0.690
21 C -2.08 2.26 5.65  -0.452
22 C -2.13 0.88 5.57  -0.681
23 C -1.72 0.23 4.41  -0.286
24 C -1.00 -1.74 1.89  0.370
25 C -0.26 -2.54 2.76  0.206
26 C -0.51 -3.90 2.84  -0.736
27 C -1.50 -4.47 2.05  -0.548
28 C -2.25 -3.69 1.19  -0.658
29 C -1.99 -2.32 1.10  -0.598
30 H 1.56 1.27 1.83  0.529
31 H 1.58 -0.18 2.82  0.607
32 H 1.69 -1.61 0.76  0.517
33 H 3.02 -0.47 0.74  0.613
34 H 0.73 -2.79 -1.19  0.434
35 H 1.44 -4.66 -2.63  0.410
36 H 3.05 -4.26 -4.47  0.387
37 H 3.94 -1.99 -4.86  0.400
38 H 3.25 -0.12 -3.42  0.408
39 H 4.34 0.50 -0.93  0.376
40 H 5.80 2.44 -1.31  0.398
41 H 4.82 4.61 -1.97  0.400
42 H 2.37 4.84 -2.26  0.407
43 H 0.91 2.89 -1.88  0.255
44 H -0.92 2.96 2.55  0.391
45 H -1.62 4.09 4.62  0.396
46 H -2.40 2.76 6.55  0.389
47 H -2.47 0.30 6.41  0.397
48 H -1.76 -0.85 4.35  0.329
49 H 0.51 -2.10 3.38  0.384
50 H 0.07 -4.51 3.52  0.419
51 H -1.70 -5.54 2.12  0.412
52 H -3.02 -4.13 0.57  0.426
53 H -2.57 -1.71 0.42  0.311
54 C -4.79 1.58 -3.32  -0.043
55 C -3.60 1.18 -3.92  -0.771
56 C -2.50 0.93 -3.12  -0.050
57 N -2.54 1.06 -1.78  0.143
58 C -3.69 1.45 -1.21  0.095
59 C -4.83 1.72 -1.94  -0.830
60 H -5.66 1.78 -3.92  0.401
61 H -3.52 1.06 -4.99  0.408
62 H -1.56 0.62 -3.54  0.371
63 H -3.68 1.55 -0.13  0.400
64 H -5.73 2.03 -1.44  0.403

***

Molecular formula: C31H29BaN5O2S4
Method: DFT, ωB97M-V/def2-TZVPD

ΔE to the lowest compared entry with this formula, charge and spin = 0.0 kcal per mole
gap between HOMO and LUMO = 5.20 eV
total energy = -3241.36405 a.u.
net charge = -2
lowest unoccupied orbital energy = 3.9 eV
2S+1 = 1

Last column: Mulliken charge in e.
CARTESIAN COORDINATES (ANGSTROEM)
1 Ba 0.96 -0.72 0.17  1.402
2 C -0.22 0.66 -3.89  -1.115
3 C 0.24 1.80 -3.03  0.280
4 N -0.66 2.41 -2.35  0.076
5 N -0.24 3.50 -1.60  -0.623
6 C -0.33 3.36 -0.34  -0.252
7 S -0.80 1.97 0.59  -0.310
8 S 0.01 4.89 0.56  -0.174
9 C -1.73 5.26 0.93  -1.207
10 C -2.53 5.65 -0.27  0.422
11 C -2.56 6.97 -0.73  -0.512
12 C -3.30 7.30 -1.86  -0.429
13 C -4.00 6.32 -2.56  -0.861
14 C -3.96 5.01 -2.12  -0.599
15 C -3.23 4.68 -0.98  0.744
16 C 1.70 2.08 -3.06  0.067
17 C 2.22 3.19 -3.70  0.011
18 C 3.60 3.37 -3.82  -0.750
19 C 4.45 2.41 -3.28  -0.301
20 C 3.94 1.30 -2.61  -0.738
21 C 2.55 1.12 -2.46  -0.047
22 O 2.04 0.14 -1.78  -0.510
23 H -1.30 0.53 -3.81  0.254
24 H 0.27 -0.27 -3.58  0.292
25 H 0.05 0.84 -4.93  0.323
26 H -1.75 6.05 1.69  0.500
27 H -2.15 4.36 1.39  0.298
28 H -2.00 7.73 -0.21  0.370
29 H -3.31 8.33 -2.21  0.343
30 H -4.56 6.58 -3.45  0.356
31 H -4.48 4.23 -2.67  0.249
32 H -3.16 3.64 -0.64  0.151
33 H 1.54 3.93 -4.11  0.387
34 H 4.00 4.24 -4.32  0.350
35 H 5.52 2.53 -3.37  0.355
36 H 4.60 0.56 -2.17  0.437
37 C -1.74 -0.51 3.33  -1.004
38 C -2.11 -1.23 2.07  0.633
39 O -1.26 -1.59 1.27  -0.374
40 N -3.43 -1.49 1.85  -0.114
41 C -3.87 -1.91 0.54  -1.294
42 C -4.26 -0.70 -0.29  0.663
43 C -5.53 -0.14 -0.22  -0.661
44 C -5.76 1.05 -0.89  -0.781
45 C -4.72 1.63 -1.60  -0.100
46 C -3.48 1.00 -1.62  0.110
47 N -3.26 -0.16 -1.00  0.058
48 H -0.75 -0.86 3.63  0.163
49 H -2.46 -0.66 4.13  0.381
50 H -1.67 0.56 3.11  0.204
51 H -4.08 -0.99 2.44  0.243
52 H -4.69 -2.62 0.64  0.477
53 H -3.03 -2.40 0.07  0.287
54 H -6.30 -0.63 0.36  0.377
55 H -6.73 1.53 -0.86  0.413
56 H -4.85 2.58 -2.11  0.463
57 H -2.62 1.44 -2.12  0.144
58 S 2.26 -1.47 2.96  -0.529
59 C 3.47 -2.68 2.55  0.119
60 C 4.62 -2.75 3.36  -0.529
61 C 5.64 -3.66 3.15  -0.471
62 C 5.54 -4.56 2.09  -0.453
63 C 4.42 -4.52 1.28  -0.566
64 C 3.37 -3.61 1.48  0.322
65 S 1.98 -3.71 0.40  -0.637
66 H 4.69 -2.04 4.18  0.325
67 H 6.51 -3.67 3.81  0.292
68 H 6.33 -5.29 1.90  0.305
69 H 4.32 -5.22 0.45  0.315
70 N 0.24 -3.67 -2.11  0.136
71 C -0.76 -3.67 -2.70  -0.352
72 H 1.12 -3.75 -1.58  0.201

***

Which formula does entry 2 have?
C31H29As2CuN